A molecular structure, C47H45CaGeIN10O2Se, computed with ωB97M-V with the def2-TZVPD basis set.

Results
Electronic energy: -216868.4538 eV
Kohn-Sham gap: 6.834 eV
Energy relative to the best compared isomer or geometry (same formula, charge and spin): 88.5 kcal per mole
Maximum force: 0.36 eV Å⁻¹

Positions of all 108 atoms, in Å:
Ca  0.234  -0.016  -0.648
C  -3.224  -3.673  -0.876
C  -3.649  -2.402  -0.204
N  -4.916  -2.248  0.125
C  -5.294  -1.129  0.761
C  -4.405  -0.168  1.205
C  -4.924  1.070  1.882
O  -4.339  2.265  1.355
C  -3.050  -0.353  0.909
C  -1.960  0.547  1.352
N  0.484  0.465  1.640
C  1.369  0.623  2.687
C  1.031  0.543  4.054
C  1.961  0.780  5.051
C  3.275  1.097  4.746
C  3.647  1.142  3.412
C  2.719  0.899  2.414
I  3.440  0.862  0.454
C  -2.659  -1.410  0.068
O  -1.463  -1.491  -0.410
H  -3.995  -4.428  -0.741
H  -2.274  -4.019  -0.466
H  -3.063  -3.537  -1.948
H  -6.358  -1.011  0.940
H  -4.694  1.079  2.945
H  -6.013  1.099  1.782
H  -4.568  2.303  0.420
H  -1.585  1.245  0.609
H  0.030  0.275  4.360
H  1.645  0.707  6.084
H  4.004  1.283  5.523
H  4.673  1.353  3.140
C  2.092  0.110  -4.817
C  3.004  -0.939  -4.961
C  3.251  -1.762  -3.892
C  2.585  -1.564  -2.661
N  1.717  -0.540  -2.533
C  1.492  0.258  -3.591
N  2.921  -2.462  -1.677
C  2.362  -2.612  -0.508
N  1.341  -1.953  0.092
C  1.086  -2.542  1.307
N  0.212  -2.332  2.235
C  -0.779  -1.446  2.532
C  -1.735  -1.783  3.426
C  -2.569  -0.834  4.111
C  -2.498  0.483  3.876
C  -1.723  0.985  2.746
N  -0.760  -0.041  2.072
C  2.047  -3.665  1.503
C  2.217  -4.556  2.542
C  3.238  -5.494  2.417
C  4.050  -5.527  1.285
C  3.866  -4.623  0.242
C  2.852  -3.698  0.382
H  1.869  0.790  -5.627
H  3.512  -1.102  -5.903
H  3.947  -2.585  -3.952
H  0.778  1.059  -3.426
H  -1.734  -2.813  3.750
H  -3.174  -1.200  4.931
H  -2.963  1.212  4.526
H  -1.221  1.938  2.851
H  1.580  -4.515  3.415
H  3.407  -6.211  3.210
H  4.836  -6.269  1.220
H  4.485  -4.636  -0.645
N  -6.088  -3.843  -8.386
C  -5.585  -3.176  -7.597
C  -4.956  -2.341  -6.609
C  -4.330  -2.918  -5.508
C  -3.734  -2.112  -4.556
C  -3.752  -0.734  -4.717
C  -4.370  -0.152  -5.817
C  -4.979  -0.957  -6.761
N  -3.132  0.093  -3.743
C  -3.583  1.319  -3.299
C  -2.658  1.745  -2.399
N  -1.650  0.819  -2.280
C  -1.969  -0.160  -3.091
H  -4.328  -3.993  -5.392
H  -3.276  -2.539  -3.675
H  -4.355  0.923  -5.935
H  -5.463  -0.521  -7.623
H  -4.513  1.737  -3.640
H  -2.662  2.657  -1.827
H  -1.411  -1.069  -3.245
C  4.469  4.561  -0.865
Ge  3.805  3.771  -2.517
C  4.305  4.926  -4.019
C  4.520  1.987  -2.880
C  1.827  3.832  -2.489
Se  0.940  3.207  -0.867
C  -0.654  4.312  -1.049
H  5.554  4.668  -0.914
H  4.217  3.952  0.001
H  4.034  5.553  -0.730
H  5.389  4.959  -4.129
H  3.948  5.945  -3.862
H  3.882  4.553  -4.953
H  5.552  1.929  -2.529
H  4.514  1.802  -3.955
H  3.950  1.188  -2.409
H  1.401  3.334  -3.360
H  1.577  4.893  -2.558
H  -0.378  5.355  -0.909
H  -1.365  4.024  -0.276
H  -1.101  4.172  -2.030

Mulliken population analysis, charges in e, atoms 1 to 8: Ca 2.24; C -1.02; C 0.61; N -0.71; C -1.05; C 1.09; C -1.27; O -0.53



A molecular structure, C47H46F3HfN2O5P2S7Sb in a non-equilibrium geometry, computed with ωB97M-V with the def2-TZVPD basis set.

Results
Electronic energy: -173132.9740 eV
Net charge: -2
Kohn-Sham gap: 6.274 eV
Energy relative to the best compared isomer or geometry (same formula, charge and spin): 49.7 kcal per mole
Maximum force: 1.79 eV Å⁻¹

Positions of all 114 atoms, in Å:
Hf  -0.094  -1.988  -0.338
C  3.448  0.500  -1.490
C  3.572  -1.021  -1.763
C  5.047  -1.398  -2.007
C  2.850  -1.497  -3.004
C  3.425  -0.954  -4.326
O  2.275  -0.589  -5.143
C  1.209  -0.677  -4.266
N  1.421  -1.125  -3.103
C  -0.075  -0.264  -4.962
C  -0.126  -0.507  -6.332
C  -1.272  -0.297  -7.053
C  -2.421  0.176  -6.416
C  -2.387  0.349  -5.036
C  -1.199  0.210  -4.295
P  -1.101  0.612  -2.516
C  -2.582  -0.385  -1.931
C  -2.607  -1.705  -2.657
C  -3.836  -2.516  -2.287
C  -5.010  -1.917  -2.056
C  -5.033  -0.454  -1.937
C  -3.918  0.260  -1.913
C  -1.535  2.403  -2.561
C  -2.526  3.065  -3.251
C  -2.602  4.456  -3.267
C  -1.616  5.218  -2.703
C  -0.597  4.570  -1.987
C  -0.570  3.179  -1.910
H  4.175  0.774  -0.716
H  2.435  0.782  -1.152
H  3.742  1.044  -2.371
H  3.252  -1.602  -0.908
H  5.444  -0.861  -2.864
H  5.182  -2.466  -2.165
H  5.579  -1.117  -1.134
H  2.852  -2.594  -3.012
H  4.000  -1.702  -4.865
H  4.083  -0.072  -4.221
H  0.731  -0.964  -6.824
H  -1.273  -0.458  -8.124
H  -3.342  0.356  -6.982
H  -3.317  0.524  -4.515
H  -2.584  -1.604  -3.720
H  -3.779  -3.597  -2.273
H  -5.891  -2.497  -1.824
H  -5.993  0.054  -1.798
H  -3.936  1.303  -1.667
H  -3.282  2.518  -3.801
H  -3.399  4.895  -3.842
H  -1.632  6.284  -2.790
H  0.191  5.148  -1.497
H  0.113  2.641  -1.280
S  0.578  -6.606  1.359
Sb  -0.479  -5.364  -0.203
S  -1.409  -3.452  1.062
S  0.958  -3.977  -1.568
S  -1.972  -6.451  -1.491
C  -5.301  4.193  -0.317
C  -4.361  4.095  0.836
C  -4.763  3.710  2.120
C  -3.880  3.579  3.188
C  -2.548  3.848  2.965
C  -2.116  4.341  1.738
C  -3.008  4.427  0.690
S  -1.332  3.544  4.275
O  -2.071  3.004  5.399
O  -0.582  4.747  4.462
N  -0.366  2.376  3.613
C  -0.948  1.091  3.265
C  0.034  0.206  2.552
C  0.403  0.712  1.171
O  0.544  1.895  0.943
O  0.593  -0.175  0.256
H  -5.895  5.103  -0.259
H  -6.020  3.369  -0.284
H  -4.783  4.185  -1.284
H  -5.799  3.411  2.274
H  -4.192  3.221  4.167
H  -1.062  4.549  1.637
H  -2.675  4.662  -0.298
H  0.192  2.779  2.881
H  -1.885  1.212  2.686
H  -1.256  0.634  4.204
H  -0.380  -0.799  2.452
H  0.977  0.110  3.089
S  5.094  -1.021  1.847
P  3.550  -2.029  2.577
S  1.982  -2.689  1.492
C  2.884  -1.131  4.078
C  1.921  -1.774  4.857
C  1.356  -1.125  5.935
C  1.760  0.165  6.321
C  2.661  0.815  5.513
C  3.228  0.174  4.420
C  4.174  -3.548  3.363
C  3.568  -4.807  3.194
C  4.120  -5.927  3.850
C  5.269  -5.807  4.624
C  5.831  -4.530  4.780
C  5.345  -3.439  4.107
H  1.599  -2.784  4.591
H  0.635  -1.672  6.551
H  1.351  0.675  7.185
H  2.876  1.844  5.663
H  3.955  0.669  3.761
H  2.647  -4.906  2.633
H  3.705  -6.906  3.626
H  5.708  -6.655  5.139
H  6.704  -4.390  5.406
H  5.873  -2.476  4.165
F  -1.427  -2.401  -2.352
C  -2.116  -0.633  -0.427
F  -3.146  -1.015  0.373
F  -1.794  0.656  0.000

Mulliken population analysis, charges in e, atoms 1 to 8: Hf -0.37; C -0.97; C 2.13; C -1.91; C -0.91; C -0.85; O -0.44; C -0.10



A molecular structure, C47H46NO2P2SScSi in a non-equilibrium geometry, computed with ωB97M-V with the def2-TZVPD basis set.

Results
Electronic energy: -113045.2443 eV
Net charge: +2
Kohn-Sham gap: 7.414 eV
Energy relative to the best compared isomer or geometry (same formula, charge and spin): 142.7 kcal per mole
Maximum force: 3.48 eV Å⁻¹

Positions of all 101 atoms, in Å:
Sc  -0.282  -0.576  -0.706
C  1.205  1.870  -3.600
Si  0.574  1.708  -1.801
C  1.924  2.291  -0.560
C  2.236  3.628  -0.375
C  3.162  4.057  0.591
C  3.790  3.139  1.352
C  3.652  1.770  1.062
C  2.608  1.319  0.225
P  2.276  -0.395  0.079
C  3.602  -1.290  -0.868
C  4.604  -2.102  -0.225
C  5.612  -2.682  -0.935
C  5.764  -2.450  -2.351
C  4.734  -1.785  -2.970
C  3.716  -1.194  -2.261
C  2.270  -1.064  1.720
C  2.045  -0.265  2.829
C  2.039  -0.775  4.110
C  2.260  -2.092  4.270
C  2.318  -2.960  3.169
C  2.253  -2.454  1.917
C  -0.831  3.002  -1.719
C  -1.001  4.040  -2.606
C  -2.075  4.931  -2.488
C  -2.967  4.783  -1.430
C  -2.719  3.875  -0.407
C  -1.680  2.966  -0.548
P  -1.394  1.546  0.538
C  -0.900  2.086  2.167
C  -1.463  1.579  3.355
C  -0.993  1.949  4.599
C  0.005  2.890  4.723
C  0.546  3.444  3.572
C  0.111  3.039  2.337
C  -3.054  0.722  0.796
C  -4.059  1.709  1.284
C  -5.342  1.345  1.369
C  -5.665  0.021  0.831
C  -4.501  -1.167  -0.463
C  -3.182  -0.416  -0.241
H  1.128  2.921  -3.971
H  0.627  1.393  -4.381
H  2.239  1.592  -3.761
H  1.565  4.335  -0.838
H  3.320  5.140  0.723
H  4.578  3.430  2.063
H  4.308  1.044  1.479
H  4.599  -2.289  0.821
H  6.396  -3.196  -0.435
H  6.564  -2.883  -2.955
H  4.707  -1.639  -4.052
H  2.922  -0.669  -2.854
H  1.939  0.828  2.747
H  1.785  -0.073  4.883
H  2.267  -2.564  5.278
H  2.491  -4.057  3.228
H  2.312  -3.193  1.105
H  -0.355  4.168  -3.479
H  -2.156  5.694  -3.314
H  -3.818  5.437  -1.430
H  -3.385  3.906  0.475
H  -2.197  0.776  3.369
H  -1.440  1.488  5.480
H  0.359  3.150  5.701
H  1.372  4.192  3.664
H  0.543  3.458  1.431
H  -3.589  2.544  1.838
H  -6.015  2.044  1.844
H  -6.645  -0.441  0.990
H  -4.333  -2.046  -1.037
H  -2.595  -1.175  -1.952
O  -0.713  -1.258  1.579
C  -2.053  -1.457  2.035
C  -3.137  -0.720  1.213
C  -4.627  -1.155  1.089
C  -5.508  -0.078  -0.730
C  -4.717  0.832  -1.789
C  -3.405  0.643  -2.134
N  -2.465  -0.290  -1.478
H  -0.014  -1.179  2.237
H  -2.130  -1.217  3.075
H  -2.235  -2.527  1.923
H  -5.118  -1.956  1.723
H  -6.462  -0.236  -1.225
H  -5.252  1.563  -2.373
H  -2.872  1.192  -2.910
O  -0.110  -2.299  -1.846
S  -0.158  -3.314  -3.052
C  1.584  -3.827  -3.232
C  1.792  -5.013  -2.310
C  0.522  -5.875  -2.409
C  -0.644  -4.893  -2.219
H  2.228  -2.933  -2.994
H  1.670  -4.096  -4.293
H  1.964  -4.740  -1.291
H  2.604  -5.702  -2.604
H  0.519  -6.690  -1.743
H  0.416  -6.301  -3.422
H  -0.852  -4.571  -1.166
H  -1.519  -5.259  -2.653

Mulliken population analysis, charges in e, atoms 1 to 8: Sc -0.77; C -1.78; Si 1.77; C 0.56; C -0.51; C -0.51; C -1.02; C -0.55



A molecular structure, C47H47CuGeN3O4S, computed with ωB97M-V with the def2-TZVPD basis set.

Results
Electronic energy: -174152.2013 eV
Net charge: -2
Spin multiplicity: 2
Kohn-Sham gap (spin up / spin down): 5.115 / 5.067 eV
Energy relative to the best compared isomer or geometry (same formula, charge and spin): 37.3 kcal per mole
Maximum force: 0.69 eV Å⁻¹

Positions of all 104 atoms, in Å:
Cu  -0.659  0.103  0.428
S  -2.318  -0.510  4.891
C  -0.825  0.332  4.957
C  -0.407  0.623  3.701
N  -1.246  0.203  2.700
C  -2.283  -0.401  3.175
H  -0.335  0.543  5.893
H  0.514  1.119  3.431
H  -3.063  -0.819  2.551
O  -0.313  4.183  1.724
C  -1.080  3.272  1.363
O  -0.943  2.454  0.426
C  -2.436  3.219  2.090
C  -2.736  4.173  3.052
C  -3.947  4.149  3.738
C  -4.871  3.156  3.471
C  -4.547  2.199  2.520
C  -3.354  2.211  1.819
N  -5.522  1.120  2.280
O  -5.174  0.169  1.618
O  -6.648  1.254  2.736
H  -1.985  4.928  3.246
H  -4.168  4.900  4.487
H  -5.818  3.098  3.986
H  -3.107  1.448  1.087
C  -0.209  -4.196  3.290
C  0.865  -3.149  3.124
C  1.998  -3.165  3.955
C  2.945  -2.164  3.798
C  4.177  -2.145  4.674
C  2.791  -1.167  2.840
C  1.666  -1.113  1.962
C  0.714  -2.168  2.177
N  1.373  -0.205  1.022
C  2.313  0.771  0.480
C  2.422  2.009  1.392
C  3.274  3.105  0.738
C  4.681  2.569  0.449
C  4.584  1.365  -0.498
C  3.951  1.812  -1.815
C  2.544  2.332  -1.527
C  2.609  3.531  -0.575
C  1.728  1.219  -0.871
C  3.743  0.269  0.178
H  0.224  -5.177  3.504
H  -0.817  -4.278  2.387
H  -0.876  -3.942  4.119
H  2.125  -3.940  4.706
H  4.086  -2.860  5.495
H  4.340  -1.153  5.103
H  5.073  -2.403  4.102
H  3.542  -0.389  2.824
H  -0.156  -2.185  1.526
H  2.866  1.701  2.349
H  1.418  2.400  1.579
H  3.331  3.966  1.413
H  5.169  2.268  1.384
H  5.298  3.354  -0.007
H  5.589  0.967  -0.688
H  3.897  0.967  -2.511
H  4.568  2.590  -2.285
H  2.054  2.625  -2.462
H  1.599  3.891  -0.360
H  3.178  4.349  -1.037
H  1.669  0.347  -1.533
H  0.714  1.591  -0.714
H  4.267  0.001  1.094
H  3.692  -0.630  -0.448
C  -2.095  -0.646  -0.573
Ge  -1.650  -1.132  -2.348
C  -0.275  -2.547  -2.490
C  0.729  -2.633  -1.520
C  1.715  -3.609  -1.596
C  1.722  -4.514  -2.650
C  0.731  -4.443  -3.622
C  -0.260  -3.472  -3.535
C  -0.863  0.390  -3.339
C  -0.076  0.229  -4.480
C  0.436  1.327  -5.162
C  0.175  2.612  -4.699
C  -0.578  2.787  -3.546
C  -1.090  1.685  -2.870
C  -3.124  -1.799  -3.516
C  -4.186  -2.500  -2.942
C  -5.231  -2.995  -3.712
C  -5.239  -2.795  -5.086
C  -4.198  -2.092  -5.678
C  -3.157  -1.600  -4.898
H  -3.174  -0.654  -0.389
H  0.740  -1.927  -0.690
H  2.467  -3.660  -0.817
H  2.489  -5.278  -2.710
H  0.726  -5.152  -4.443
H  -1.041  -3.443  -4.291
H  0.157  -0.772  -4.835
H  1.050  1.182  -6.044
H  0.582  3.471  -5.221
H  -0.749  3.783  -3.152
H  -1.629  1.826  -1.937
H  -4.196  -2.652  -1.866
H  -6.045  -3.533  -3.238
H  -6.054  -3.177  -5.690
H  -4.199  -1.922  -6.749
H  -2.359  -1.039  -5.374

Mulliken population analysis, charges in e, atoms 1 to 8: Cu 1.27; S -0.31; C -0.28; C -1.04; N 1.08; C -0.61; H 0.45; H 0.10